No. 1
Here is a 11-piece molecular cluster, C32H82O11 overall in a non-equilibrium geometry from the Open Molecules 2025 dataset. Energies are from wB97M-V/def2-TZVPD.

Last column: Mulliken charge in e.
Atoms and positions in Å:
C 6.352 6.912 -7.045  -0.471
C 5.320 5.998 -6.488  -0.618
C 4.899 6.767 -5.138  -0.400
O 5.048 8.099 -5.577  -0.394
C 5.770 8.234 -6.773  -0.404
H 6.435 6.647 -8.099  0.289
H 7.283 6.777 -6.494  0.287
H 5.769 5.023 -6.299  0.321
H 4.400 5.919 -7.066  0.302
H 5.616 6.583 -4.338  0.264
H 3.900 6.518 -4.780  0.269
H 6.572 8.951 -6.594  0.265
H 5.119 8.454 -7.619  0.291
C -3.863 -6.259 -5.212  -0.614
C -3.331 -4.816 -5.470  -0.651
C -1.860 -5.051 -5.754  -0.343
O -1.523 -6.252 -5.102  -0.402
C -2.678 -7.002 -4.533  -0.352
H -4.035 -6.734 -6.178  0.264
H -4.799 -6.312 -4.655  0.379
H -3.424 -4.269 -4.532  0.238
H -3.943 -4.230 -6.156  0.398
H -1.423 -4.123 -5.385  0.273
H -1.794 -5.096 -6.841  0.284
H -2.649 -6.932 -3.445  0.264
H -2.787 -8.061 -4.767  0.261
O 5.483 3.078 3.036  -0.635
H 6.178 2.781 2.448  0.316
H 4.873 2.342 3.078  0.320
C -6.015 -4.690 4.344  -1.215
C -5.869 -4.411 2.807  0.124
C -5.219 -5.524 2.038  -1.063
O -7.169 -4.252 2.415  -0.524
H -6.515 -3.799 4.724  0.307
H -5.049 -4.819 4.831  0.347
H -6.560 -5.623 4.491  0.389
H -5.276 -3.506 2.678  0.399
H -4.652 -5.116 1.201  0.275
H -5.941 -6.222 1.615  0.300
H -4.584 -6.066 2.738  0.290
H -7.423 -5.144 2.664  0.370
C -8.065 -1.355 -2.646  -1.386
C -7.802 -0.131 -1.777  0.713
C -7.829 1.208 -2.522  -1.326
O -8.813 -0.181 -0.823  -0.585
H -7.777 -2.297 -2.180  0.386
H -7.668 -1.235 -3.655  0.326
H -9.130 -1.555 -2.761  0.381
H -6.863 -0.258 -1.239  0.143
H -6.933 1.480 -3.080  0.370
H -7.854 2.038 -1.815  0.344
H -8.681 1.256 -3.200  0.316
H -8.777 -1.059 -0.435  0.319
C 0.957 1.801 -0.899  -1.366
C 0.489 0.968 0.286  0.394
C -0.668 -0.074 0.046  -1.096
O 1.616 0.249 0.665  -0.517
H 0.094 2.292 -1.349  0.341
H 1.360 1.288 -1.773  0.374
H 1.619 2.657 -0.776  0.360
H 0.217 1.725 1.022  0.252
H -0.719 -0.626 0.985  0.287
H -0.440 -0.734 -0.791  0.267
H -1.655 0.308 -0.213  0.347
H 1.969 0.038 -0.203  0.357
C 8.001 -2.079 -1.318  -1.371
C 7.211 -0.765 -1.596  0.580
C 7.916 0.121 -2.613  -1.297
O 6.093 -1.178 -2.183  -0.542
H 8.206 -2.668 -2.212  0.404
H 7.448 -2.857 -0.792  0.410
H 8.900 -1.705 -0.827  0.335
H 6.916 -0.163 -0.737  0.149
H 8.219 -0.432 -3.502  0.299
H 8.763 0.622 -2.145  0.356
H 7.340 0.925 -3.072  0.348
H 6.010 -2.117 -2.002  0.328
C 2.857 -2.880 7.340  -1.383
C 1.798 -3.138 6.282  0.750
C 1.212 -4.446 6.459  -1.429
O 0.878 -2.185 6.498  -0.573
H 3.506 -2.016 7.192  0.313
H 3.456 -3.782 7.468  0.337
H 2.443 -2.721 8.336  0.357
H 2.271 -2.944 5.320  0.270
H 0.497 -4.818 5.724  0.335
H 0.648 -4.608 7.378  0.336
H 2.021 -5.174 6.400  0.343
H 0.901 -1.559 5.771  0.344
C 3.719 9.607 1.622  -1.384
C 2.402 8.991 2.170  0.450
C 2.645 8.378 3.595  -1.109
O 1.338 9.939 2.235  -0.531
H 4.476 8.854 1.400  0.341
H 3.991 10.455 2.250  0.386
H 3.477 10.198 0.739  0.410
H 2.047 8.310 1.397  0.197
H 2.993 9.085 4.348  0.286
H 3.320 7.523 3.545  0.332
H 1.695 7.981 3.953  0.327
H 1.671 10.715 1.779  0.297
C 2.205 -8.322 -0.527  -1.165
C 2.126 -6.840 -0.228  0.423
C 3.051 -6.445 0.973  -1.246
O 2.582 -6.089 -1.374  -0.540
H 1.743 -8.809 0.331  0.308
H 3.273 -8.499 -0.650  0.308
H 1.566 -8.548 -1.381  0.360
H 1.080 -6.685 0.038  0.224
H 4.127 -6.550 0.833  0.335
H 2.812 -6.955 1.906  0.379
H 2.736 -5.439 1.248  0.304
H 1.983 -6.228 -2.111  0.310
C -5.288 4.734 2.766  -1.249
C -6.052 4.567 4.049  0.588
C -5.083 4.103 5.181  -1.424
O -6.535 5.875 4.382  -0.542
H -4.335 5.262 2.760  0.296
H -5.843 5.192 1.947  0.346
H -5.112 3.704 2.453  0.336
H -6.832 3.827 3.868  0.187
H -4.367 4.912 5.321  0.417
H -4.542 3.186 4.947  0.356
H -5.595 3.999 6.138  0.364
H -6.268 6.002 5.295  0.325

E_HOMO: -9.56 eV
SMILES: C1CCOC1.C1CCOC1.CC(C)O.CC(C)O.CC(C)O.CC(C)O.CC(C)O.CC(C)O.CC(C)O.CC(C)O.O
Frontier orbital gap: 9.57 eV

---

No. 2
Here is a 9-piece molecular cluster, C32H84INO11P2 overall in a non-equilibrium geometry from the Open Molecules 2025 dataset. Energies are from wB97M-V/def2-TZVPD.

Last column: Mulliken charge in e.
Atoms and positions in Å:
C 3.163 -3.564 0.254  -1.815
C 2.499 -2.211 0.448  0.841
O 1.421 -2.318 1.382  0.259
C 3.489 -1.211 0.979  -1.455
N 3.024 0.178 0.975  0.222
C 2.847 0.796 2.277  -1.061
C 1.447 0.621 2.884  -0.391
O 0.499 0.031 2.012  0.039
P -0.237 1.008 0.952  -0.038
C -1.897 0.208 0.813  -0.191
C -2.092 -1.131 1.505  0.688
C -3.564 -1.351 1.831  -1.460
I -1.475 -2.768 0.275  0.031
P 0.650 0.474 -1.005  0.836
O 0.755 -0.957 -1.351  -0.813
H 2.475 -4.237 -0.249  0.472
H 3.351 -3.989 1.237  0.341
H 4.087 -3.499 -0.307  0.415
H 2.107 -1.837 -0.497  0.027
H 0.798 -2.944 0.995  -0.156
H 4.362 -1.274 0.337  0.604
H 3.823 -1.514 1.974  0.227
H 3.712 0.736 0.489  0.328
H 3.050 1.859 2.180  0.403
H 3.558 0.416 3.012  0.304
H 1.091 1.580 3.256  0.697
H 1.512 -0.060 3.728  -0.132
H -2.584 0.927 1.250  -0.436
H -2.157 0.107 -0.237  0.584
H -1.529 -1.206 2.425  -0.194
H -3.925 -0.514 2.423  0.356
H -3.676 -2.261 2.408  0.425
H -4.147 -1.454 0.922  0.345
H -0.236 1.104 -1.903  -0.214
H 1.888 1.127 -1.117  -0.016
C -6.230 3.211 -0.278  -1.502
C -4.912 2.675 0.259  0.538
C -4.351 3.561 1.359  -1.053
O -3.965 2.537 -0.799  -0.090
H -6.085 4.205 -0.709  0.365
H -6.615 2.560 -1.063  0.272
H -6.979 3.286 0.512  0.429
H -5.062 1.665 0.644  0.157
H -4.148 4.563 0.970  0.271
H -3.409 3.158 1.734  0.095
H -5.048 3.654 2.193  0.432
H -3.807 3.410 -1.177  0.203
C -5.520 0.876 -3.647  -1.185
C -4.443 1.388 -4.591  0.330
C -3.555 0.257 -5.093  -0.932
O -3.661 2.399 -3.951  -0.401
H -5.063 0.417 -2.767  0.192
H -6.149 1.698 -3.304  0.236
H -6.152 0.133 -4.136  0.471
H -4.910 1.888 -5.440  0.308
H -3.045 -0.225 -4.254  0.269
H -2.789 0.633 -5.773  0.020
H -4.141 -0.501 -5.615  0.475
H -3.235 1.995 -3.184  0.154
C -0.155 -1.575 6.175  -1.243
C -0.528 -2.335 4.911  0.267
C 0.661 -3.095 4.346  -0.778
O -1.071 -1.450 3.926  -0.533
H 0.627 -0.841 5.956  0.246
H -1.017 -1.036 6.570  0.365
H 0.218 -2.251 6.946  0.303
H -1.340 -3.028 5.135  0.408
H 1.461 -2.403 4.076  0.059
H 0.373 -3.615 3.436  0.227
H 1.057 -3.822 5.058  0.327
H -0.370 -0.849 3.648  0.130
C -1.854 -0.952 -8.984  -1.137
C -1.666 -2.100 -8.004  0.488
C -0.548 -1.808 -7.018  -0.975
O -1.434 -3.326 -8.702  -0.582
H -0.943 -0.806 -9.571  0.320
H -2.667 -1.168 -9.678  0.340
H -2.073 -0.021 -8.460  0.244
H -2.596 -2.263 -7.457  0.147
H 0.401 -1.683 -7.549  0.365
H -0.428 -2.631 -6.314  0.303
H -0.751 -0.892 -6.463  0.126
H -0.614 -3.225 -9.198  0.358
C 7.542 -0.481 3.154  -1.381
C 7.147 -1.049 1.800  0.726
C 8.350 -1.562 1.026  -1.450
O 6.435 -0.073 1.036  -0.483
H 8.221 0.366 3.026  0.358
H 6.662 -0.127 3.692  0.297
H 8.045 -1.231 3.766  0.380
H 6.435 -1.863 1.944  0.227
H 9.053 -0.746 0.835  0.343
H 8.041 -1.969 0.064  0.359
H 8.874 -2.340 1.581  0.377
H 7.028 0.670 0.878  0.302
C -1.010 6.769 -1.030  -1.524
C -1.327 5.487 -0.276  1.026
C -1.135 5.650 1.224  -1.325
O -0.530 4.406 -0.755  -0.329
H 0.034 7.052 -0.869  0.384
H -1.156 6.629 -2.101  0.341
H -1.642 7.593 -0.697  0.393
H -2.359 5.195 -0.480  -0.244
H -0.095 5.902 1.445  0.446
H -1.367 4.719 1.741  0.195
H -1.771 6.442 1.624  0.392
H 0.393 4.622 -0.580  0.245
C -0.922 3.921 -6.649  -1.585
C -0.695 2.769 -5.683  1.243
C 0.380 3.090 -4.659  -1.218
O -0.366 1.574 -6.396  -0.298
H -0.006 4.136 -7.208  0.402
H -1.700 3.667 -7.369  0.353
H -1.221 4.826 -6.120  0.358
H -1.625 2.544 -5.167  -0.337
H 1.339 3.276 -5.152  0.428
H 0.513 2.245 -3.983  0.175
H 0.120 3.970 -4.068  0.280
H 0.457 1.722 -6.875  0.247
C 0.761 -5.562 7.901  -1.093
C 2.128 -6.096 7.497  0.392
C 2.924 -6.575 8.701  -1.334
O 2.857 -5.108 6.769  -0.526
H 0.874 -4.703 8.570  0.300
H 0.205 -5.231 7.023  0.197
H 0.175 -6.321 8.419  0.420
H 2.000 -6.921 6.796  0.260
H 3.098 -5.745 9.393  0.358
H 3.895 -6.958 8.389  0.316
H 2.395 -7.362 9.239  0.369
H 2.993 -4.353 7.352  0.340

E_HOMO: -8.05 eV
SMILES: C[C@@H](O)CNCCOP(C[C@@H](C)I)[PH2]=O.CC(C)O.CC(C)O.CC(C)O.CC(C)O.CC(C)O.CC(C)O.CC(C)O.CC(C)O
Frontier orbital gap: 8.49 eV

---

No. 3
Here is C32H85FFeO11 as an isolated structure in a non-equilibrium geometry from the Open Molecules 2025 dataset. Energies are from wB97M-V/def2-TZVPD.

Last column: Löwdin spin population.
Atoms and positions in Å:
Fe -3.065 2.269 1.867  3.993
C -0.465 -0.432 -0.296  0.011
C -0.524 0.486 0.897  0.072
O -1.740 1.176 0.951  0.608
H -1.142 -1.277 -0.163  0.000
H 0.526 -0.890 -0.351  0.001
H -0.648 0.092 -1.231  0.000
H 0.275 1.233 0.798  0.035
H -0.332 -0.083 1.814  0.010
F -3.989 2.702 0.219  0.174
C 2.506 1.314 3.788  0.000
C 3.218 2.508 3.155  0.000
C 2.477 3.826 3.407  0.000
O 4.525 2.623 3.680  0.000
H 1.503 1.242 3.361  0.000
H 2.487 1.425 4.875  0.000
H 3.065 0.401 3.580  0.000
H 3.263 2.350 2.077  0.000
H 1.396 3.682 3.507  0.000
H 2.648 4.556 2.616  0.000
H 2.754 4.298 4.352  0.000
H 4.497 2.581 4.641  0.000
C -4.151 -1.557 1.141  0.002
C -4.797 -0.161 1.046  0.000
C -6.324 -0.166 0.997  0.001
O -4.467 0.693 2.168  0.033
H -3.071 -1.432 1.147  0.001
H -4.508 -2.140 0.291  0.000
H -4.452 -2.183 1.985  0.000
H -4.384 0.266 0.136  -0.001
H -6.824 -0.368 1.949  0.000
H -6.674 -0.807 0.191  0.000
H -6.672 0.860 0.847  0.000
H -4.833 0.208 2.925  0.003
C -1.821 5.575 -0.149  0.001
C -1.252 4.323 0.481  0.001
C 0.203 4.455 0.897  0.001
O -2.006 4.031 1.682  0.043
H -1.340 5.909 -1.065  0.000
H -1.881 6.358 0.613  0.000
H -2.862 5.372 -0.416  0.000
H -1.330 3.542 -0.277  0.000
H 0.355 5.255 1.629  0.000
H 0.820 4.663 0.028  0.000
H 0.532 3.555 1.419  0.000
H -1.790 4.738 2.308  0.003
C 3.117 -5.567 0.638  0.000
C 3.312 -4.075 0.807  0.000
C 2.186 -3.367 1.551  0.000
O 4.530 -3.788 1.488  0.000
H 4.005 -6.001 0.178  0.000
H 2.304 -5.744 -0.066  0.000
H 2.969 -6.060 1.600  0.000
H 3.387 -3.709 -0.219  0.000
H 2.087 -3.740 2.580  0.000
H 1.176 -3.461 1.151  0.000
H 2.384 -2.306 1.729  0.000
H 4.397 -3.883 2.436  0.000
C 3.113 3.394 -0.788  0.000
C 2.739 3.082 -2.229  0.000
C 1.263 2.872 -2.424  0.000
O 3.125 4.245 -2.998  0.000
H 2.538 2.713 -0.146  0.000
H 2.787 4.374 -0.445  0.000
H 4.181 3.296 -0.590  0.000
H 3.283 2.247 -2.683  0.000
H 0.816 2.117 -1.772  0.000
H 0.986 2.609 -3.445  0.000
H 0.720 3.793 -2.183  0.000
H 4.076 4.312 -2.857  0.000
C -0.968 -4.917 -1.195  0.000
C -1.743 -4.566 -2.459  0.000
C -2.835 -3.536 -2.189  0.000
O -0.847 -4.014 -3.420  0.000
H -1.549 -5.627 -0.598  0.000
H -0.781 -4.046 -0.571  0.000
H -0.066 -5.473 -1.453  0.000
H -2.232 -5.446 -2.886  0.000
H -3.545 -3.889 -1.444  0.000
H -3.441 -3.397 -3.088  0.000
H -2.353 -2.577 -1.993  0.000
H -0.250 -4.673 -3.785  0.000
C 0.823 -0.225 -5.892  0.000
C 0.721 -1.245 -4.776  0.000
C 1.051 -0.552 -3.429  0.000
O -0.659 -1.583 -4.659  0.000
H -0.024 0.454 -5.793  0.000
H 0.735 -0.715 -6.862  0.000
H 1.743 0.357 -5.845  0.000
H 1.360 -2.117 -4.940  0.000
H 1.101 -1.267 -2.605  0.000
H 0.421 0.316 -3.248  0.000
H 2.060 -0.122 -3.360  0.000
H -0.750 -2.359 -4.074  0.000
C -3.021 0.757 -2.682  0.000
C -2.418 2.143 -2.821  0.000
C -1.973 2.437 -4.227  0.000
O -3.325 3.150 -2.413  0.002
H -3.905 0.600 -3.303  0.000
H -3.404 0.665 -1.659  0.000
H -2.300 -0.047 -2.828  0.000
H -1.535 2.118 -2.159  0.000
H -1.069 1.906 -4.528  0.000
H -1.721 3.499 -4.282  0.000
H -2.729 2.187 -4.971  0.000
H -3.578 2.956 -1.494  0.001
C 3.788 -0.671 -1.247  0.000
C 5.060 -0.586 -0.436  0.000
C 4.825 0.069 0.955  0.000
O 5.660 -1.841 -0.219  0.000
H 3.968 -1.069 -2.246  0.000
H 3.316 0.312 -1.317  0.000
H 3.045 -1.332 -0.784  0.000
H 5.701 0.095 -1.005  0.000
H 5.588 -0.216 1.677  0.000
H 3.872 -0.314 1.338  0.000
H 4.817 1.156 0.877  0.000
H 5.182 -2.253 0.522  0.000
C -1.843 -1.912 3.703  0.000
C -2.291 -2.864 4.789  0.000
C -2.143 -2.231 6.178  0.000
O -3.652 -3.187 4.598  0.000
H -2.014 -2.446 2.766  0.000
H -0.767 -1.727 3.694  0.000
H -2.352 -0.949 3.679  0.000
H -1.547 -3.668 4.751  0.000
H -1.118 -1.964 6.436  0.000
H -2.607 -2.807 6.980  0.000
H -2.735 -1.309 6.193  0.000
H -3.933 -3.864 5.220  0.000

E_HOMO (alpha / beta): -11.38 / -11.38 eV
⟨S²⟩: 8.766
2S+1: 6
Frontier orbital gap (alpha / beta): 7.35 / 5.21 eV
Net charge: +1

---

no.,E_tot (eV)
1,-57029.597
2,-85236.274
3,-94181.962